Record 1
{"formula": "C22H24I2N4O3W", "method": "ωB97M-V/def2-TZVPD", "elements": ["W", "I", "I", "O", "O", "O", "N", "N", "N", "N", "C", "C", "C", "C", "C", "C", "C", "C", "C", "C", "C", "C", "C", "C", "C", "C", "C", "C", "C", "C", "C", "C", "H", "H", "H", "H", "H", "H", "H", "H", "H", "H", "H", "H", "H", "H", "H", "H", "H", "H", "H", "H", "H", "H", "H", "H"], "coordinates": [[-0.30, 0.45, 0.26], [-1.72, -3.79, 2.06], [3.88, -5.89, 1.00], [-0.20, -1.19, 1.46], [1.23, 0.77, -1.62], [-1.52, 1.44, -1.24], [-0.65, -1.14, -1.14], [1.66, 0.50, 1.50], [0.07, 2.53, 0.93], [-3.57, 2.15, -1.86], [1.68, 4.24, 1.46], [2.07, -1.92, 1.12], [-1.37, -3.03, -3.08], [-2.76, 1.48, -1.04], [0.08, -1.30, -2.26], [-2.27, 0.57, 1.22], [2.30, 1.82, 1.58], [-0.24, -2.23, -3.24], [-0.82, 3.52, 0.71], [-3.35, 0.77, 0.13], [-0.52, 4.87, 0.82], [0.76, 5.25, 1.20], [2.95, -2.99, 1.03], [1.18, -4.55, 1.48], [-1.74, -1.92, -1.00], [2.52, -4.29, 1.18], [1.33, -0.45, -2.37], [1.30, 2.91, 1.32], [2.61, -0.52, 1.03], [0.70, -2.16, 1.37], [0.30, -3.49, 1.57], [-2.13, -2.86, -1.93], [-3.21, 2.64, -2.67], [-2.55, -0.31, 1.82], [-4.23, 1.30, 0.51], [2.69, 4.47, 1.76], [1.55, -0.23, -3.42], [-1.84, 3.23, 0.47], [0.86, 1.45, -2.21], [-1.65, -3.74, -3.84], [4.00, -2.80, 0.85], [1.04, 6.28, 1.30], [2.89, -0.26, -0.01], [-4.56, 2.16, -1.71], [3.10, 1.90, 0.84], [0.83, -5.56, 1.64], [0.39, -2.35, -4.10], [1.37, 0.23, 2.45], [-2.28, -1.80, -0.07], [2.17, -1.02, -1.96], [-2.32, 1.43, 1.90], [-1.27, 5.61, 0.62], [-3.01, -3.46, -1.75], [-3.72, -0.20, -0.24], [3.53, -0.48, 1.63], [2.76, 1.98, 2.57]], "mulliken_spin": [1.703, 0.002, 0.001, 0.008, 0.024, 0.011, 0.050, 0.058, 0.002, 0.005, -0.011, -0.023, 0.012, 0.016, 0.018, -0.036, -0.001, -0.008, 0.024, -0.007, -0.005, 0.017, 0.000, -0.004, 0.018, 0.010, 0.030, 0.026, 0.031, 0.035, -0.002, -0.004, 0.001, 0.006, -0.005, 0.000, 0.001, -0.001, 0.004, 0.000, 0.000, 0.000, -0.004, -0.001, 0.001, 0.000, 0.000, 0.005, 0.000, -0.001, -0.007, 0.001, 0.001, -0.003, 0.005, -0.001], "spin_multiplicity": 3, "s_squared": 2.0125, "charge": 2, "e_lumo_ev": [-6.0, -6.3], "energy_ev": -53321.296}

=====

Record 2
{"formula": "C24H38Cl4EuN5O2S", "method": "ωB97M-V/def2-TZVPD", "elements": ["Eu", "Cl", "Cl", "Cl", "Cl", "S", "O", "O", "N", "N", "N", "N", "N", "C", "C", "C", "C", "C", "C", "C", "C", "C", "C", "C", "C", "C", "C", "C", "C", "C", "C", "C", "C", "C", "C", "C", "C", "H", "H", "H", "H", "H", "H", "H", "H", "H", "H", "H", "H", "H", "H", "H", "H", "H", "H", "H", "H", "H", "H", "H", "H", "H", "H", "H", "H", "H", "H", "H", "H", "H", "H", "H", "H", "H", "H"], "coordinates": [[0.07, 0.48, 0.56], [-2.38, 5.91, 1.23], [-1.09, 1.58, -1.86], [-1.10, -0.13, 5.56], [0.51, 1.12, 3.43], [-1.05, 3.02, 1.09], [-0.23, -2.60, -2.16], [0.89, -0.90, -1.22], [1.86, 2.30, -0.23], [-2.34, -1.46, -1.04], [-2.66, 0.31, 1.38], [-0.67, -2.02, 1.57], [2.25, -0.91, 1.64], [3.03, -3.75, -4.42], [-2.91, -1.81, 2.62], [4.16, -1.72, -3.77], [-2.90, 5.66, -1.38], [2.93, 2.70, 0.72], [-4.26, -1.41, 0.54], [1.98, -2.23, -2.88], [-3.31, -2.28, -0.28], [0.00, 1.18, 5.15], [-2.34, 5.04, -0.28], [-1.75, 3.76, -0.32], [3.53, -0.19, 1.81], [0.84, -1.85, -2.02], [-2.59, -3.29, 0.61], [-3.61, -0.76, 1.77], [4.20, 1.91, 0.48], [-2.91, 5.03, -2.61], [1.95, -3.41, -3.62], [3.08, -1.38, -2.96], [4.13, -2.90, -4.49], [-2.34, 3.77, -2.73], [-1.79, 3.19, -1.60], [-1.94, -2.73, 1.87], [4.01, 0.40, 0.47], [3.36, 0.61, 2.54], [0.90, 1.09, 5.74], [-0.07, -2.66, 1.06], [3.26, 0.14, -0.29], [3.01, -4.66, -4.99], [-3.89, -2.84, -1.02], [1.09, -4.06, -3.56], [2.26, 2.24, -1.17], [2.03, -1.35, 2.53], [-3.34, -4.02, 0.94], [1.16, 3.05, -0.26], [4.94, -0.08, 0.17], [-4.71, -0.65, -0.09], [-2.38, -1.32, 3.45], [4.30, -0.84, 2.23], [-3.12, 1.00, 0.80], [5.01, -1.06, -3.84], [-0.20, -1.87, 2.46], [-2.04, -0.72, -0.42], [-4.41, -0.33, 2.37], [2.40, -1.68, 0.99], [-1.04, -2.17, -1.68], [-2.82, -0.99, -1.81], [-5.08, -2.04, 0.90], [-2.42, 0.85, 2.21], [3.15, 3.77, 0.64], [-1.86, -3.85, 0.02], [-2.32, 3.25, -3.67], [2.55, 2.54, 1.73], [-3.67, -2.44, 3.08], [4.65, 2.22, -0.47], [-1.73, -3.58, 2.52], [-3.34, 5.51, -3.47], [4.92, 2.19, 1.26], [3.08, -0.46, -2.41], [4.97, -3.17, -5.13], [-0.50, 2.13, 5.29], [-3.34, 6.64, -1.26]], "mulliken_spin": [6.955, 0.000, 0.002, 0.000, 0.012, -0.008, 0.001, -0.010, -0.002, 0.007, 0.003, 0.004, 0.004, 0.000, 0.002, 0.000, 0.000, 0.006, 0.000, 0.001, -0.001, 0.001, 0.002, 0.003, 0.000, 0.010, 0.001, 0.000, -0.002, 0.000, 0.000, 0.001, 0.001, -0.001, -0.001, -0.002, -0.005, -0.002, 0.000, 0.002, 0.010, 0.000, 0.000, 0.000, 0.002, 0.002, 0.000, -0.002, 0.000, 0.000, -0.001, -0.001, 0.001, 0.000, 0.002, 0.010, 0.000, 0.002, -0.003, 0.001, 0.000, -0.001, 0.000, 0.000, 0.000, -0.002, 0.000, 0.000, 0.000, 0.000, 0.000, 0.000, 0.000, 0.000, 0.000], "spin_multiplicity": 8, "s_squared": 15.7596, "charge": 1, "e_lumo_ev": [-2.2, -2.2], "de_lowest_kj_mol": 0.0, "energy_ev": -117304.308}